Here is a 15-piece molecular cluster, C45H104O21S3 overall from the OMol25 dataset. Energies are from ωB97M-V/def2-TZVPD.

Results
- E: -4551.26419 Eh
- Energy above the lowest of the compared OMol25 structures with the same formula, charge and spin: 0.0 kJ/mol
- 2S+1: 1
- Orbital gap: 0.355 hartree
- LUMO level: 0.578 eV

CARTESIAN COORDINATES (ANGSTROEM)
C -0.3289 4.4758 -2.6971
C 0.7383 4.4772 -3.7983
C 1.5050 5.7961 -3.5687
O 0.4904 6.6931 -3.0014
C -0.6453 6.0134 -2.5968
H 0.2830 4.2545 -1.8069
H -1.1464 3.7382 -2.8195
H 0.3809 4.4696 -4.8451
H 1.3973 3.6142 -3.6409
H 1.9140 6.2074 -4.4804
H 2.3358 5.6557 -2.8393
H -1.5559 6.3596 -3.1721
H -0.8210 6.2124 -1.5611
C -4.0657 -4.7294 1.4919
C -4.4642 -4.1536 0.1493
C -3.4658 -4.8118 -0.9045
O -2.3703 -5.2154 -0.0877
C -2.8764 -5.6316 1.2008
H -4.8708 -5.2993 1.9098
H -3.9139 -3.9805 2.2446
H -4.2637 -3.1236 0.1261
H -5.5052 -4.3298 -0.1816
H -3.1412 -4.1501 -1.6978
H -3.9409 -5.7243 -1.3985
H -2.0200 -5.4553 1.8836
H -3.0556 -6.6895 1.0977
C 3.5350 0.6399 4.1239
C 3.4138 2.1150 3.9275
C 1.9371 2.3259 3.5984
O 1.2188 1.2382 4.2230
C 2.1468 0.1648 4.6011
H 4.2957 0.4371 4.8942
H 3.7414 0.1730 3.1614
H 4.0797 2.5774 3.2335
H 3.5143 2.6671 4.8432
H 1.7355 2.3968 2.4712
H 1.5948 3.2650 4.0639
H 1.7904 -0.7436 4.1967
H 2.1891 0.1190 5.7103
C -0.4748 -5.8431 -2.4236
C 0.0000 -4.4601 -1.9877
C -0.1988 -3.5922 -3.1977
O -1.3852 -4.0950 -3.7370
C -1.3291 -5.5339 -3.6350
H -1.0551 -6.3998 -1.6672
H 0.3694 -6.4367 -2.6853
H 0.9753 -4.3435 -1.5606
H -0.6240 -4.0462 -1.1495
H 0.6700 -3.8443 -3.8488
H -0.3158 -2.5588 -2.9288
H -0.9849 -6.0014 -4.5169
H -2.3469 -5.8620 -3.4371
C -4.1543 2.2857 -4.9278
C -4.1208 0.7391 -5.3309
C -5.0699 0.0782 -4.3164
O -5.0163 0.8861 -3.1485
C -5.1026 2.2410 -3.6728
H -4.6308 2.9821 -5.6852
H -3.1895 2.5308 -4.5368
H -3.1258 0.3092 -5.2462
H -4.3717 0.6288 -6.3737
H -4.6807 -0.9021 -4.1640
H -6.1099 -0.0397 -4.7572
H -4.9223 2.9750 -2.9094
H -6.1459 2.4935 -3.9930
C 4.8644 -1.1380 0.9982
C 5.6772 -2.1700 0.2026
C 4.8186 -2.3035 -1.1382
O 4.0125 -1.0995 -1.1072
C 3.5764 -1.0470 0.2564
H 5.3413 -0.1435 1.0269
H 4.8310 -1.5736 1.9962
H 5.8253 -3.1119 0.7511
H 6.6751 -1.8410 -0.0823
H 4.1623 -3.2508 -1.0866
H 5.3698 -2.3609 -2.0998
H 2.7585 -1.7330 0.5251
H 3.1508 -0.0436 0.3266
C 5.3353 3.7090 -0.6148
C 3.8413 3.4376 -0.2559
C 3.5533 4.4589 0.8303
O 4.8080 4.4905 1.5655
C 5.9054 4.1895 0.7534
H 5.4533 4.4032 -1.4545
H 5.8321 2.7317 -0.9054
H 3.7621 2.4764 0.2237
H 3.1723 3.4651 -1.1176
H 2.7411 4.1273 1.5248
H 3.3655 5.4882 0.4758
H 6.4034 3.3589 1.2203
H 6.5481 5.0535 0.6874
C -4.9054 2.8573 0.0156
C -4.0561 4.1312 0.0421
C -2.7312 3.6163 -0.2584
O -2.5848 2.4355 0.4496
C -3.8794 1.8369 0.5299
H -5.2280 2.6024 -0.9833
H -5.7804 2.8750 0.7190
H -3.9807 4.4780 1.1103
H -4.5013 4.9525 -0.5871
H -1.9166 4.2491 0.0077
H -2.6424 3.4363 -1.2971
H -4.0932 1.6366 1.6215
H -3.9078 0.9109 -0.0842
C 0.2841 -5.9037 1.4251
O 0.9011 -5.2074 2.5380
H -0.3886 -6.6483 1.9068
H -0.2301 -5.2682 0.7230
H 1.0800 -6.4678 0.8635
H 0.9779 -4.2867 2.2447
C -3.4551 -0.8015 3.7439
O -2.6415 0.0195 2.9610
H -3.9751 -0.1636 4.4698
H -4.1402 -1.3595 3.1176
H -2.8621 -1.5753 4.2544
H -2.7179 -0.1922 2.0447
C -3.5238 -3.2567 -6.1419
O -2.3683 -2.4793 -5.8290
H -3.9825 -3.8607 -5.3524
H -4.2353 -2.5835 -6.6656
H -3.2008 -4.0242 -6.8275
H -2.0108 -2.8503 -4.9909
C 3.9956 1.1931 -3.7815
O 2.7269 0.9383 -3.1709
H 4.5566 0.2424 -3.9034
H 3.8374 1.5933 -4.8409
H 4.5235 1.9645 -3.2006
H 2.8177 0.2424 -2.4724
O 2.2775 -3.2667 4.7442
S 3.6493 -3.5188 4.4220
O 4.6455 -2.5319 4.6459
O 4.1477 -4.8194 5.1002
C 3.2480 -5.6765 5.8846
C 2.8560 -6.8184 5.0005
C 3.8125 -4.1260 2.8092
H 2.3377 -5.2091 6.2721
H 3.9168 -6.0585 6.6402
H 2.1816 -6.4930 4.1950
H 2.4704 -7.6567 5.5800
H 3.7575 -7.1908 4.5598
H 3.4368 -3.4129 2.1343
H 3.2534 -5.0721 2.6570
H 4.8470 -4.3615 2.6506
O -2.0375 -1.1001 0.2787
S -0.5918 -1.0578 0.2640
O 0.1518 -2.0792 0.8680
O -0.0538 -1.0203 -1.1816
C -0.5733 -0.0944 -2.1648
C -2.0467 -0.2747 -2.5084
C -0.1882 0.4929 1.0126
H -0.0616 -0.2878 -3.0728
H -0.4097 0.9476 -1.8319
H -2.2704 -0.6586 -3.5416
H -2.6794 0.5849 -2.3101
H -2.5433 -0.9893 -1.8747
H -0.9114 1.2124 0.6369
H 0.8101 0.7579 0.7506
H -0.3478 0.3455 2.0640
O 0.0700 3.9271 1.4875
S -0.4783 4.6141 2.6099
O 0.3417 5.3557 3.5256
O -1.5487 5.6205 1.9892
C -2.0296 6.5504 3.0040
C -1.2608 7.8764 2.8178
C -1.4208 3.4949 3.5234
H -1.9068 6.0677 4.0168
H -3.0549 6.5714 2.6888
H -1.5181 8.6688 3.5072
H -1.3964 8.2581 1.8025
H -0.2148 7.7222 2.9530
H -1.8818 2.7899 2.8719
H -2.0866 3.9022 4.3331
H -0.6896 2.9181 4.0638

Forces on the atoms, in the same order (eV/Å):
C 0.878 1.003 -0.427
C 0.597 -0.205 -0.570
C -1.029 -0.563 1.221
O 1.737 0.226 -0.909
C -1.537 -1.458 -0.315
H -0.703 -0.239 0.117
H 0.410 0.715 0.035
H -0.213 -0.150 0.570
H -0.044 0.108 -0.344
H -0.055 0.309 -0.173
H -0.535 0.209 -0.288
H 0.879 -0.505 0.303
H -0.305 0.457 0.799
C -0.665 -0.931 -0.102
C 0.122 -1.148 -2.008
C -1.349 -1.142 1.320
O -0.144 0.250 -0.159
C 1.576 1.265 -0.408
H -0.572 -0.614 0.145
H 0.691 0.547 0.144
H 0.066 1.537 -0.013
H 0.445 0.083 0.448
H 0.262 0.241 0.049
H 0.425 0.877 0.570
H -0.889 -0.277 -0.192
H -0.577 -0.491 0.427
C 0.012 -0.878 0.156
C -1.490 0.735 0.446
C -0.341 0.052 -0.932
O 0.592 -0.101 -0.344
C 0.513 2.496 1.032
H -0.118 -0.420 -0.665
H 0.443 -0.196 0.145
H 0.478 0.115 -0.704
H 0.571 0.011 0.767
H 0.103 -0.399 1.443
H -0.016 -0.324 -0.368
H -0.214 -1.008 -0.419
H -0.416 -0.173 -0.552
C 0.046 0.082 0.679
C -1.189 1.046 2.239
C 1.231 -1.355 0.190
O -0.757 -0.360 -0.867
C -1.284 0.695 1.196
H 0.400 0.528 -0.184
H 0.703 -0.626 -0.327
H 0.937 -0.483 -0.089
H 0.111 -0.533 -0.819
H -0.448 0.861 -0.217
H 0.132 0.374 -0.364
H 0.532 -0.234 -1.240
H -0.181 0.020 -0.303
C -1.778 -1.149 0.679
C -0.153 1.596 0.149
C -0.414 0.343 -1.512
O -0.441 0.935 -0.700
C -0.737 -0.539 -1.187
H 1.167 -0.830 0.736
H 0.691 0.761 -0.412
H 0.094 0.218 0.191
H -0.496 -0.251 -0.274
H 0.050 -0.817 0.845
H 0.853 0.413 0.733
H 0.691 0.024 0.477
H 0.462 -0.642 0.082
C 1.208 -0.692 0.985
C -0.011 -0.261 -1.791
C -0.330 -0.833 0.604
O -0.191 -1.722 -0.226
C -0.723 1.744 -0.580
H -0.100 -0.514 0.059
H -0.421 0.658 0.302
H -0.345 0.200 -0.328
H 0.027 0.253 0.190
H 0.649 1.400 -0.052
H -0.172 0.298 0.748
H 0.451 -0.357 -0.316
H -0.156 0.016 0.312
C 0.088 -1.396 0.119
C 0.502 0.699 -0.362
C 0.524 0.096 0.593
O -1.439 0.330 0.797
C -0.731 -0.441 -1.157
H -0.059 0.050 0.346
H -0.485 1.163 0.144
H -0.046 -0.617 0.017
H 0.007 0.034 0.061
H 0.721 0.484 -0.549
H -0.228 -0.439 -0.103
H 0.668 -0.268 0.243
H 0.407 0.244 -0.161
C -0.216 -0.083 1.143
C -2.331 1.534 1.508
C 1.420 0.631 -0.921
O -0.316 -0.987 0.626
C -0.800 -0.918 0.846
H -0.199 -0.007 -0.145
H 0.660 0.145 -0.870
H -0.449 0.032 -0.844
H 0.829 -0.752 0.523
H 0.524 0.633 0.230
H 0.118 -0.405 -1.543
H 0.369 -0.178 -1.184
H 0.087 0.340 0.593
C 1.301 -1.498 0.886
O -0.432 0.393 -1.089
H 0.364 0.448 -0.711
H -0.256 0.289 0.048
H -0.660 0.406 0.391
H -0.037 -0.112 0.387
C 0.094 -0.519 0.250
O 0.715 1.009 0.723
H -0.055 -0.412 -0.084
H -0.594 0.040 -0.036
H -0.020 0.332 0.179
H -0.094 -0.508 -1.027
C 0.322 0.270 -0.951
O -0.373 -0.219 1.327
H -0.012 0.776 0.520
H 0.157 -0.585 0.523
H -0.058 -0.305 -0.751
H -0.094 0.066 -0.730
C -0.422 -0.094 -0.966
O -0.048 -0.605 0.426
H 0.005 0.701 0.292
H -0.048 -0.449 1.467
H 0.231 -0.418 -0.211
H 0.308 0.785 -0.867
O 0.057 0.048 0.020
S -0.387 -0.268 -0.311
O 0.231 0.656 0.022
O -0.376 -0.547 1.761
C 0.154 -0.590 -0.447
C -0.250 -0.187 -0.451
C -0.431 -1.476 -0.427
H 0.670 0.610 0.015
H -0.123 0.210 0.614
H -0.025 -0.271 0.391
H -0.436 0.167 0.005
H 0.602 -0.318 -0.512
H -0.272 1.014 -1.034
H 0.063 0.729 0.440
H 0.593 0.236 -0.118
O 0.276 -0.446 -0.050
S -1.738 2.127 0.955
O 1.156 -2.027 1.021
O 0.372 0.124 -1.194
C -1.516 1.069 0.108
C -1.175 -0.748 -0.556
C -0.631 -0.424 -0.988
H 1.207 -0.080 -0.403
H 0.303 -0.572 -0.074
H 0.657 0.610 0.781
H 0.283 0.484 -0.281
H 0.164 -0.555 0.346
H 0.109 0.204 0.020
H 0.813 0.237 0.043
H 0.136 -0.015 0.616
O 0.260 0.002 -0.166
S -0.038 0.720 -0.250
O 0.193 -0.209 -0.289
O 0.763 -0.557 0.591
C 0.570 0.289 0.035
C -0.744 -0.352 -0.184
C -0.503 -0.285 1.723
H -0.274 0.899 -1.006
H -0.736 0.638 0.527
H -0.506 0.016 0.293
H -0.166 -0.138 0.078
H 0.775 -0.396 0.100
H -0.775 -0.274 -0.627
H 0.527 -0.027 -1.206
H 0.549 -0.328 0.264